This record from the OMol25 dataset describes an isolated molecule of C24H27NO2. The level of theory is wB97M-V/def2-TZVPD.

```
! wB97M-V def2-TZVPD RIJCOSX def2/J DEFGRID3
* xyz 0 1
C 0.046 2.522 2.390
O 0.711 1.523 1.659
C -0.006 0.435 1.256
C -1.364 0.267 1.429
C -2.023 -0.884 0.995
C -3.521 -0.954 1.210
N -4.343 -1.710 0.284
C -4.485 -3.118 0.578
C -4.117 -1.454 -1.126
C -4.417 -0.002 -1.524
C -3.284 0.963 -1.309
C -2.036 0.734 -1.879
C -1.002 1.636 -1.712
C -1.204 2.798 -0.988
C -2.445 3.045 -0.427
C -3.473 2.132 -0.584
C -1.273 -1.885 0.409
C 0.093 -1.726 0.205
C 0.740 -0.575 0.609
O 2.067 -0.309 0.449
C 2.870 -1.262 -0.201
C 4.288 -0.759 -0.300
C 5.259 -1.575 -0.866
C 6.566 -1.137 -0.972
C 6.915 0.122 -0.511
C 5.950 0.938 0.053
C 4.640 0.501 0.160
H -0.380 2.125 3.317
H -0.746 2.993 1.799
H 0.806 3.263 2.632
H -1.947 1.042 1.902
H -3.712 -1.358 2.210
H -3.898 0.074 1.205
H -3.619 -3.736 0.301
H -5.354 -3.500 0.037
H -4.666 -3.244 1.644
H -3.097 -1.717 -1.445
H -4.811 -2.103 -1.668
H -4.662 0.002 -2.590
H -5.301 0.330 -0.978
H -1.871 -0.158 -2.467
H -0.037 1.437 -2.153
H -0.398 3.507 -0.866
H -2.617 3.955 0.131
H -4.439 2.335 -0.143
H -1.727 -2.810 0.096
H 0.640 -2.524 -0.272
H 2.486 -1.459 -1.216
H 2.862 -2.215 0.353
H 4.988 -2.559 -1.225
H 7.315 -1.779 -1.413
H 7.936 0.464 -0.594
H 6.218 1.920 0.414
H 3.882 1.129 0.600
*
```

E (eV): -30910.5008
Energy relative to the best compared isomer or geometry (same formula, charge and spin) (kJ/mol): 86.9
Kohn-Sham gap (eV): 8.6733
Maximum force (Eh/bohr): 0.0096
LUMO (eV): 0.8
SMILES string: COc1cc(CN(C)CCc2ccccc2)ccc1OCc1ccccc1

Here are the natural (NBO) charges for atoms 1 to 2, given in e: number 1, C, carries -0.251; number 2, O, carries -0.501